C58H58BrN5OPRu | ωB97M-V with the def2-TZVPD basis set

Output
- net charge = -2
- LUMO (spin up / spin down) (eV) = 3.915 / 3.919
- E_HOMO (spin up / spin down) (eV) = -1.25 / -1.14
- energy (eV) = -152500.183
- HOMO-LUMO gap (spin up / spin down) (eV) = 5.16 / 5.06
- 2S+1 = 2
- ΔE to the lowest compared entry with this formula, charge and spin (kJ/mol) = 0.0

CARTESIAN COORDINATES (ANGSTROEM)
Ru1 -0.195 -0.551 0.769
C1 -5.298 3.692 -3.661
C2 -4.624 2.558 -4.092
C3 -3.742 1.905 -3.242
C4 -3.511 2.376 -1.952
C5 -4.202 3.510 -1.527
C6 -5.088 4.162 -2.371
C7 -2.581 1.661 -1.027
C8 -2.918 0.360 -0.714
C9 -4.197 -0.208 -1.060
C10 -4.261 -1.429 -0.486
C11 -3.004 -1.628 0.207
C12 -2.732 -2.708 1.100
C13 -3.041 -4.112 0.761
C14 -2.353 -5.155 1.410
C15 -2.581 -6.489 1.110
C16 -3.465 -6.851 0.105
C17 -4.072 -5.839 -0.625
C18 -3.852 -4.507 -0.320
C19 -2.108 -2.412 2.319
N1 -1.259 -1.393 2.557
C20 -0.901 -1.490 3.887
C21 -0.002 -0.739 4.600
C22 0.478 -1.261 5.915
C23 -0.222 -1.087 7.105
C24 0.280 -1.579 8.304
C25 1.499 -2.241 8.330
C26 2.210 -2.410 7.148
C27 1.705 -1.926 5.951
C28 0.578 0.476 4.155
C29 1.594 1.227 4.886
C30 1.897 2.283 4.107
C31 1.042 2.174 2.935
N2 0.256 1.058 3.014
C32 0.985 3.085 1.912
C33 0.058 3.040 0.844
C34 -0.218 4.167 -0.006
C35 -1.233 3.780 -0.827
C36 -1.533 2.421 -0.465
N3 -0.734 1.990 0.537
C37 1.992 4.185 1.913
C38 3.299 3.889 1.532
C39 4.272 4.880 1.524
C40 3.949 6.178 1.896
C41 2.648 6.480 2.277
C42 1.676 5.489 2.285
C43 -1.609 -2.612 4.500
C44 -2.362 -3.166 3.545
N4 -2.212 -0.557 0.051
H1 -5.990 4.201 -4.322
H2 -4.783 2.176 -5.093
H3 -3.230 1.007 -3.567
H4 -4.033 3.873 -0.521
H5 -5.617 5.041 -2.019
H6 -4.984 0.304 -1.590
H7 -5.116 -2.080 -0.445
H8 -1.567 -4.911 2.109
H9 -2.018 -7.247 1.642
H10 -3.632 -7.892 -0.147
H11 -4.711 -6.090 -1.465
H12 -4.285 -3.764 -0.968
H13 -1.169 -0.560 7.083
H14 -0.281 -1.438 9.221
H15 1.892 -2.622 9.265
H16 3.164 -2.925 7.157
H17 2.244 -2.055 5.019
H18 2.014 0.961 5.844
H19 2.616 3.066 4.295
H20 0.304 5.111 0.001
H21 -1.704 4.352 -1.611
H22 3.535 2.870 1.246
H23 5.284 4.635 1.224
H24 4.707 6.953 1.888
H25 2.390 7.491 2.569
H26 0.660 5.716 2.582
H27 -1.563 -2.883 5.542
H28 -3.073 -3.971 3.642
C45 -0.863 -1.006 -3.734
C46 0.294 -0.019 -3.946
C47 0.900 -0.209 -5.343
C48 -0.332 1.381 -3.925
P1 1.420 -0.202 -2.414
N5 0.594 -0.263 -1.139
C49 2.606 1.324 -2.438
C50 3.761 1.057 -1.460
C51 1.812 2.470 -1.799
C52 3.170 1.834 -3.768
C53 2.587 -1.712 -2.838
C54 3.183 -2.194 -1.509
C55 3.749 -1.375 -3.790
C56 1.904 -2.941 -3.477
H29 -1.603 -0.868 -4.534
H30 -1.337 -0.815 -2.769
H31 -0.548 -2.049 -3.746
H32 0.136 0.050 -6.088
H33 1.210 -1.229 -5.553
H34 1.756 0.440 -5.521
H35 -1.178 1.395 -4.625
H36 0.365 2.149 -4.258
H37 -0.702 1.646 -2.934
H38 3.374 0.760 -0.483
H39 4.329 1.989 -1.345
H40 4.464 0.293 -1.788
H41 1.176 2.075 -1.013
H42 1.193 3.011 -2.513
H43 2.504 3.193 -1.353
H44 3.774 1.111 -4.316
H45 3.815 2.698 -3.556
H46 2.383 2.193 -4.429
H47 3.807 -1.446 -1.025
H48 3.797 -3.083 -1.703
H49 2.426 -2.449 -0.773
H50 4.404 -0.593 -3.419
H51 3.400 -1.088 -4.784
H52 4.360 -2.277 -3.909
H53 1.166 -3.414 -2.837
H54 2.688 -3.688 -3.655
H55 1.437 -2.740 -4.436
Br1 2.337 -0.667 1.576
C57 -0.332 -3.132 -0.814
C58 0.064 -2.553 0.539
O1 0.477 -3.321 1.386
H56 -0.129 -4.205 -0.833
H57 0.225 -2.584 -1.561
H58 -1.380 -2.938 -1.039

Results of the Löwdin charge analysis, in e, for atoms 1 through 6:
1. Ru 1.034
2. C -0.116
3. C -0.088
4. C -0.045
5. C -0.194
6. C -0.038